{
  "formula": "C15H22O4",
  "method": "ωB97M-V/def2-TZVPD",
  "elements": ["O", "O", "O", "O", "C", "C", "C", "C", "C", "C", "C", "C", "C", "C", "C", "C", "C", "C", "C", "H", "H", "H", "H", "H", "H", "H", "H", "H", "H", "H", "H", "H", "H", "H", "H", "H", "H", "H", "H", "H", "H"],
  "coordinates": [[-4.172900, -2.023458, -0.008532], [-4.470323, 0.230279, 0.501193], [2.048742, 0.950920, 0.780362], [-0.690370, 3.259547, -0.065387], [4.109986, 0.137265, -0.057459], [4.531619, -2.171028, -0.589572], [-3.547313, -0.794947, 0.239922], [-1.879879, 0.770783, -0.755030], [1.095450, 1.965831, 0.945755], [-0.580397, 0.864938, -0.530787], [-4.846150, -2.560956, 1.109643], [5.829875, -2.047224, -0.123188], [6.267033, -0.833636, 0.377627], [0.151655, 2.152149, -0.270951], [-2.609310, -0.517511, -0.948370], [-5.386865, 0.502968, -0.543191], [3.160111, 1.303823, -0.023676], [3.677948, -1.083879, -0.559754], [5.409236, 0.252598, 0.414712], [5.753861, 1.196692, 0.811853], [4.185477, -3.116951, -0.979853], [-2.955585, -0.845728, 1.171078], [0.496303, 1.666148, 1.812408], [2.665072, -1.176463, -0.921524], [-5.604511, -1.868798, 1.487270], [-1.310052, 3.042861, 0.641629], [-4.933345, 1.124927, -1.321230], [7.277750, -0.732330, 0.745126], [0.752121, 2.417191, -1.150813], [3.654603, 2.194479, 0.392668], [-2.489192, 1.664453, -0.785912], [2.834764, 1.541710, -1.048621], [-5.758279, -0.423336, -0.988992], [-4.137956, -2.785933, 1.915369], [1.577486, 2.929946, 1.165945], [-6.212179, 1.046054, -0.085785], [6.498294, -2.895258, -0.148840], [-3.209341, -0.493737, -1.859570], [0.050496, -0.011917, -0.498455], [-1.914001, -1.353902, -1.014970], [-5.319945, -3.478566, 0.767907]],
  "atomic_forces_ev_per_a": [[0.1, 0.1, -0.2], [0.0, 0.0, 0.1], [0.1, -0.3, 0.0], [-0.1, 0.2, 0.1], [-0.1, 0.2, 0.0], [-0.1, -0.1, -0.1], [0.4, -0.1, 0.0], [-0.1, -0.1, -0.1], [-0.2, 0.4, -0.1], [0.1, 0.4, -0.1], [-0.1, 0.1, 0.1], [0.1, 0.0, 0.0], [0.1, -0.1, 0.0], [0.4, -0.3, 0.2], [-0.3, -0.1, 0.4], [0.0, 0.0, 0.0], [0.1, 0.1, -0.1], [0.0, 0.0, 0.0], [-0.1, 0.1, 0.0], [0.0, 0.1, 0.0], [0.0, -0.1, 0.0], [-0.1, 0.0, -0.2], [0.0, 0.1, -0.1], [-0.1, 0.0, 0.0], [0.0, -0.1, 0.0], [0.0, 0.0, 0.0], [0.0, 0.0, 0.0], [0.1, 0.0, 0.0], [0.0, -0.1, 0.1], [0.0, -0.1, -0.1], [0.0, 0.2, 0.0], [0.0, 0.0, 0.1], [0.0, 0.1, 0.0], [0.0, 0.0, 0.0], [-0.1, -0.1, 0.0], [0.0, 0.0, -0.1], [0.1, -0.1, 0.0], [0.0, -0.1, -0.1], [0.0, -0.2, 0.0], [0.0, 0.0, 0.0], [0.0, 0.0, 0.1]],
  "nbo_charge": [-0.55, -0.55, -0.54, -0.70, -0.07, -0.23, 0.39, -0.19, -0.07, -0.21, -0.25, -0.21, -0.21, 0.04, -0.48, -0.27, -0.08, -0.14, -0.19, 0.21, 0.21, 0.16, 0.19, 0.20, 0.18, 0.47, 0.17, 0.21, 0.18, 0.17, 0.21, 0.17, 0.19, 0.17, 0.17, 0.19, 0.21, 0.22, 0.21, 0.22, 0.19],
  "total_energy_ev": -24100.1164,
  "e_lumo_ev": 0.8
}

{
  "formula": "C5H13N2O",
  "method": "ωB97M-V/def2-TZVPD",
  "elements": ["O", "N", "N", "C", "C", "C", "C", "C", "H", "H", "H", "H", "H", "H", "H", "H", "H", "H", "H", "H", "H"],
  "coordinates": [[-0.813288, -1.940676, 0.439541], [1.018330, -0.467895, -1.121749], [-2.399925, -0.450797, 0.705514], [1.838837, 0.301088, 0.100328], [-3.016508, 0.839338, 0.665658], [-0.372348, -0.122787, -0.917884], [-1.207585, -0.880379, 0.167360], [3.241596, -0.136593, 0.217350], [1.268270, 0.010940, -2.014446], [3.878183, 0.639752, 0.861391], [3.803500, -0.127551, -0.710275], [-0.904090, -0.104510, -1.930407], [1.502040, 1.353553, 0.020410], [-0.720078, 0.911245, -0.756382], [1.263743, -1.477456, -1.083339], [-2.673663, 1.461361, 1.579921], [-3.067830, 1.371413, -0.324738], [1.054083, 0.058204, 0.881937], [3.289684, -1.075087, 0.815170], [-4.115278, 0.853716, 0.861572], [-2.867670, -1.016879, 1.543068]],
  "atomic_forces_ev_per_a": [[1.0, -3.9, 2.0], [1.2, 2.2, 1.4], [-3.3, 1.0, 3.2], [-3.5, 0.0, 0.1], [-1.2, 1.6, -0.7], [-4.9, 1.4, -1.4], [1.8, 1.3, -3.6], [1.8, 1.2, 2.6], [0.3, -1.0, 0.5], [-1.7, -1.4, -1.2], [-0.2, -0.4, -0.3], [0.3, -1.3, 1.1], [1.2, -0.2, -1.0], [2.0, 0.6, 0.4], [-0.4, 0.6, -0.3], [0.1, -0.6, -1.2], [1.3, -0.4, 0.9], [1.8, -0.5, 0.1], [0.2, 0.4, -0.9], [0.5, -1.0, 0.4], [1.7, 0.5, -2.2]],
  "nbo_charge": [-0.33, -0.54, -0.20, -0.15, -0.54, -0.37, 0.61, -0.71, 0.47, 0.31, 0.27, 0.30, 0.24, 0.27, 0.48, 0.35, 0.29, 0.20, 0.26, 0.33, 0.50],
  "total_charge": 2,
  "multiplicity": 2,
  "total_energy_ev": -10401.7614,
  "e_lumo_ev": [-7.8, -13.0]
}

{
  "formula": "C4H13NO2",
  "method": "ωB97M-V/def2-TZVPD",
  "elements": ["O", "O", "N", "C", "C", "C", "C", "H", "H", "H", "H", "H", "H", "H", "H", "H", "H", "H", "H", "H"],
  "coordinates": [[1.680367, -0.125516, -1.848524], [2.567412, 0.975272, 0.600593], [-0.998198, -0.658426, -0.839474], [-1.469709, 0.700624, -0.564915], [-0.791503, 1.005146, 0.766299], [-0.402536, -0.386212, 1.394293], [-0.733580, -1.495700, 0.402689], [-0.994237, -0.548053, 2.332850], [0.787139, -0.315247, -1.401125], [-1.624066, -2.104615, 0.600949], [2.435624, 0.886007, -0.297383], [3.397948, 1.383945, 0.795214], [-2.569373, 0.862825, -0.502869], [-1.355777, 1.397728, 1.619144], [-1.563035, -1.197800, -1.531122], [0.637502, -0.314130, 1.658353], [0.081549, 1.702650, 0.575060], [1.851913, -0.924410, -2.559456], [-1.066612, 1.326785, -1.385030], [0.129181, -2.170879, 0.184445]],
  "atomic_forces_ev_per_a": [[-0.3, -2.2, -1.4], [-0.4, 0.2, 3.9], [-0.4, -1.7, -0.4], [-0.2, -0.1, 0.1], [1.0, 0.1, 0.8], [-0.6, 0.2, 0.8], [0.2, 1.2, -1.9], [0.5, 0.2, -0.6], [1.0, -0.2, -1.1], [0.2, 0.2, 0.5], [-0.2, -0.6, -3.6], [0.7, 0.3, -0.3], [0.4, -0.4, -0.1], [-0.6, 0.8, -0.9], [0.6, 0.7, 0.6], [0.5, -0.4, 0.1], [-0.7, -1.1, 0.5], [-0.8, 2.5, 2.4], [-0.3, 0.0, 0.4], [-0.6, 0.5, 0.1]],
  "nbo_charge": [-1.27, -1.00, -0.75, -0.33, -0.43, -0.43, -0.41, 0.18, 0.47, 0.17, 0.50, 0.45, 0.16, 0.20, 0.34, 0.23, 0.22, 0.32, 0.19, 0.19],
  "total_charge": -1,
  "multiplicity": 2,
  "total_energy_ev": -9941.9413,
  "e_lumo_ev": [3.9, 3.8]
}